Record 1
Computed, not measured: one molecule with the formula CHClF3N at a distorted geometry, with ωB97M-V with the def2-TZVPD basis set.

XYZ file:
```
7
Properties=species:S:1:pos:R:3:mulliken_charge:R:1
F 0.82 0.07 1.78 -0.2003
N 0.18 0.61 0.62 -0.2412
C -0.28 -0.38 -0.34 0.7031
F -0.98 -1.34 0.11 -0.1671
F 0.76 -0.93 -1.03 -0.2276
Cl -1.32 0.63 -1.43 -0.1402
H 0.83 1.33 0.29 0.2733
```

SMILES	FNC(F)(F)Cl
energy relative to the best compared isomer or geometry (same formula, charge and spin)	1.3	kcal per mole
molar mass	119.47	g/mol
LUMO	0.693	eV



Record 2
Computed, not measured: a 2-piece molecular cluster, CHClFNO2 overall at a distorted geometry, with ωB97M-V with the def2-TZVPD basis set.

XYZ file:
```
7
Properties=species:S:1:pos:R:3:mulliken_charge:R:1
C -0.54 0.34 0.34 -0.1465
N -0.22 -0.92 -0.12 0.8863
O -0.11 -0.89 -1.35 -0.4739
O 0.01 -1.82 0.67 -0.5381
F -0.48 0.49 1.62 -0.1552
Cl 2.22 1.61 -0.71 -0.0349
H -0.88 1.18 -0.45 0.4623
```

energy relative to the best compared isomer or geometry (same formula, charge and spin)	80.7	kcal per mole
molar mass	113.48	g/mol
LUMO (spin up / spin down)	-2.326 / -4.230	eV



Record 3
Computed, not measured: a 2-piece molecular cluster, CHClFNO2 overall at a distorted geometry, with ωB97M-V with the def2-TZVPD basis set.

XYZ file:
```
7
Properties=species:S:1:pos:R:3:mulliken_charge:R:1
C 0.85 0.73 0.20 0.0442
N -2.11 0.96 -0.53 0.7201
O -2.41 2.05 -0.93 -0.3737
O -2.51 -0.17 -0.58 -0.3669
F 1.13 -0.54 0.00 -0.1804
Cl 1.57 1.81 -0.79 -0.0775
H 0.99 0.95 1.29 0.2342
```

energy relative to the best compared isomer or geometry (same formula, charge and spin)	54.9	kcal per mole
molar mass	113.48	g/mol
LUMO (spin up / spin down)	-0.280 / -1.382	eV



Record 4
Computed, not measured: one molecule with the formula CHClN2O3 at a distorted geometry, with ωB97M-V with the def2-TZVPD basis set.

XYZ file:
```
8
Properties=species:S:1:pos:R:3:mulliken_charge:R:1
O -0.96 -1.05 2.01 -0.2484
N 0.23 -0.87 1.73 -0.0168
C 0.44 -0.28 0.41 0.0788
Cl 1.45 -1.51 -0.44 -0.1320
N 1.39 1.06 0.53 0.9165
O 0.95 1.90 -0.18 -0.5546
O 2.32 1.07 1.21 -0.4821
H -0.32 0.09 -0.28 0.4387
```

SMILES	O=N[C@H](Cl)[N+](=O)[O-]
energy relative to the best compared isomer or geometry (same formula, charge and spin)	10.9	kcal per mole
molar mass	124.48	g/mol
LUMO (spin up / spin down)	-1.823 / -1.823	eV



Record 5
Computed, not measured: CHEuF4NO4S2 as an isolated structure at a distorted geometry, with ωB97M-V with the def2-TZVPD basis set.

XYZ file:
```
14
Properties=species:S:1:pos:R:3:lowdin_spin:R:1
Eu 1.01 -2.65 -1.68 6.2513
N -0.37 0.34 0.16 -0.0278
S -0.44 0.01 -1.70 -0.0536
O -1.90 0.03 -1.91 -0.0466
O 0.27 1.14 -2.32 -0.0610
S 0.77 -0.28 1.07 -0.0028
O 1.35 -1.43 0.31 -0.0151
O 0.38 -0.51 2.45 -0.0023
C 2.22 0.89 1.15 -0.0002
F 2.77 0.99 -0.05 0.0000
F 1.79 2.07 1.54 -0.0002
F 3.11 0.42 2.00 0.0000
F -0.10 -4.30 -2.36 -0.0411
H -1.27 0.61 0.64 -0.0006
```

multiplicity	7
molar mass	383.11	g/mol
LUMO (spin up / spin down)	-9.296 / -6.194	eV
total charge	+1



Record 6
Computed, not measured: CHEuLiO2 as an isolated structure at a distorted geometry, with ωB97M-V with the def2-TZVPD basis set.

XYZ file:
```
6
Properties=species:S:1:pos:R:3:lowdin_spin:R:1
O -1.96 0.06 -0.35 -0.0024
C -0.93 0.64 -0.47 -0.0024
H -0.06 1.06 0.56 0.0012
O 0.57 -0.05 0.01 -0.0241
Li -0.51 -1.72 0.41 0.0008
Eu 2.88 0.00 -0.15 7.0270
```

energy relative to the best compared isomer or geometry (same formula, charge and spin)	0.0	kcal per mole
multiplicity	8
molar mass	203.92	g/mol
LUMO (spin up / spin down)	-9.628 / -9.421	eV
total charge	+2



Record 7
Computed, not measured: a 2-piece molecular cluster, CHF2IS overall, with ωB97M-V with the def2-TZVPD basis set.

XYZ file:
```
6
Properties=species:S:1:pos:R:3:mulliken_charge:R:1
C -0.32 -0.65 -1.70 0.2490
F -1.54 -1.01 -1.33 -0.1667
F 0.06 -1.31 -2.78 -0.1166
S 0.86 -0.40 -0.43 -0.0818
I 0.39 2.07 -3.28 -0.0682
H 0.27 0.70 0.03 0.1842
```

energy relative to the best compared isomer or geometry (same formula, charge and spin)	40.9	kcal per mole
molar mass	209.99	g/mol
LUMO (spin up / spin down)	-0.986 / -2.791	eV



Record 8
Computed, not measured: one molecule with the formula CHF2NO at a distorted geometry, with ωB97M-V with the def2-TZVPD basis set.

XYZ file:
```
6
Properties=species:S:1:pos:R:3:mulliken_charge:R:1
O 1.60 -0.47 0.07 -0.3674
C 0.63 0.15 0.09 0.5533
F 0.66 1.56 0.12 -0.2327
N -0.70 -0.17 0.11 -0.0945
F -0.99 -1.52 0.12 -0.1381
H -1.20 0.45 -0.50 0.2794
```

SMILES	O=C(F)NF
energy relative to the best compared isomer or geometry (same formula, charge and spin)	0.0	kcal per mole
molar mass	81.02	g/mol
LUMO	0.684	eV



Record 9
Computed, not measured: one molecule with the formula CHF2NO2S at a distorted geometry, with ωB97M-V with the def2-TZVPD basis set.

XYZ file:
```
8
Properties=species:S:1:pos:R:3:mulliken_charge:R:1
C -0.77 0.01 -0.82 0.9515
N -2.07 0.79 -3.75 -0.1185
O -1.59 -0.79 -1.43 -0.5941
O 0.13 -0.66 -0.13 -0.4756
F -1.53 0.79 0.06 -0.3077
F -0.21 0.96 -1.61 -0.2698
S -2.70 -0.15 -2.89 0.4911
H 0.72 0.07 0.11 0.3232
```

energy relative to the best compared isomer or geometry (same formula, charge and spin)	26.9	kcal per mole
molar mass	129.09	g/mol
LUMO	-1.761	eV



Record 10
Computed, not measured: one molecule with the formula CHF2NO3 at a distorted geometry, with ωB97M-V with the def2-TZVPD basis set.

XYZ file:
```
8
Properties=species:S:1:pos:R:3:mulliken_charge:R:1
O -1.17 -0.77 -1.34 -0.5240
N -0.94 -0.66 -0.16 0.9085
O -1.60 -0.90 0.80 -0.5005
C 0.37 0.00 0.12 0.7433
O 0.22 1.35 0.05 -0.4904
F 0.73 -0.50 1.34 -0.2535
F 1.37 -0.40 -0.64 -0.2388
H 1.01 1.88 -0.16 0.3553
```

SMILES	O=[N+]([O-])C(O)(F)F
energy relative to the best compared isomer or geometry (same formula, charge and spin)	15.5	kcal per mole
molar mass	113.02	g/mol
LUMO	-0.286	eV



Record 11
Computed, not measured: one molecule with the formula CHF2NO3 at a distorted geometry, with ωB97M-V with the def2-TZVPD basis set.

XYZ file:
```
8
Properties=species:S:1:pos:R:3:mulliken_charge:R:1
O -1.84 -0.86 -0.67 -0.5183
N -0.83 -0.21 -0.77 0.9029
O -0.52 0.52 -1.67 -0.4912
C 0.19 -0.15 0.32 0.7259
O 1.35 0.24 -0.05 -0.4600
F -0.50 1.06 1.13 -0.3689
F 0.16 -1.22 1.04 -0.2073
H 2.00 0.62 0.68 0.4170
```

SMILES	O=[N+]([O-])C(O)(F)F
energy relative to the best compared isomer or geometry (same formula, charge and spin)	35.4	kcal per mole
molar mass	113.02	g/mol
LUMO	-0.639	eV



Record 12
Computed, not measured: CHF2NO3 as an isolated structure at a distorted geometry, with ωB97M-V with the def2-TZVPD basis set.

XYZ file:
```
8
Properties=species:S:1:pos:R:3:mulliken_charge:R:1
C -0.20 -0.26 -1.02 0.5494
N -0.01 -0.29 0.34 0.7116
O -0.90 0.61 0.97 -0.4866
O 0.81 -0.86 1.04 -0.2375
O -0.97 0.44 -1.56 -0.4411
F 1.96 0.14 1.65 -0.3146
F 0.59 -1.07 -1.70 -0.1871
H -1.28 1.30 0.27 0.4059
```

energy relative to the best compared isomer or geometry (same formula, charge and spin)	92.7	kcal per mole
molar mass	113.02	g/mol
LUMO (spin up / spin down)	-1.903 / -1.834	eV



Record 13
Computed, not measured: an isolated ion of composition CHF2O3S and charge -1 at a distorted geometry, with ωB97M-V with the def2-TZVPD basis set.

XYZ file:
```
8
Properties=species:S:1:pos:R:3:mulliken_charge:R:1
C 0.51 -0.79 0.36 0.3604
O -1.54 0.60 -1.35 -0.5457
O 0.47 1.88 -0.72 -0.5982
O -0.58 0.26 1.02 -0.4288
F 1.34 -1.14 1.38 -0.2752
F -0.10 -1.96 0.27 -0.2520
S -0.88 1.43 -0.32 0.4643
H 0.78 -0.28 -0.65 0.2753
```

energy relative to the best compared isomer or geometry (same formula, charge and spin)	34.1	kcal per mole
molar mass	131.08	g/mol
LUMO	4.163	eV
total charge	-1



Record 14
Computed, not measured: a 2-piece molecular cluster, CHF2O4S overall at a distorted geometry, with ωB97M-V with the def2-TZVPD basis set.

XYZ file:
```
9
Properties=species:S:1:pos:R:3:mulliken_charge:R:1
C 1.82 -0.62 -0.24 0.6452
O -0.78 2.03 0.90 -0.5975
O -2.05 1.15 -0.97 -0.6821
O -1.45 -0.45 0.81 -0.5429
O 2.42 0.19 -0.81 -0.3643
F 1.72 -0.71 1.10 -0.1600
F 1.07 -1.60 -0.72 -0.1508
S -0.89 0.98 -0.08 0.5611
H -1.85 -0.97 0.02 0.2913
```

energy relative to the best compared isomer or geometry (same formula, charge and spin)	4.0	kcal per mole
molar mass	147.08	g/mol
LUMO	3.604	eV
total charge	-1



Record 15
Computed, not measured: a 2-piece molecular cluster, CHF2OS2 overall at a distorted geometry, with ωB97M-V with the def2-TZVPD basis set.

XYZ file:
```
7
Properties=species:S:1:pos:R:3:mulliken_charge:R:1
C -1.28 -0.63 0.16 0.2395
O 1.81 1.59 -0.20 -0.8816
F -2.22 0.43 0.17 -0.2243
F -1.19 -1.09 -1.17 -0.1915
S 1.41 -1.74 1.09 -0.3557
S 0.13 -0.24 1.02 0.2218
H 1.35 1.67 -1.07 0.1918
```

energy relative to the best compared isomer or geometry (same formula, charge and spin)	78.6	kcal per mole
molar mass	131.15	g/mol
LUMO (spin up / spin down)	2.421 / 2.422	eV
total charge	-1



Record 16
Computed, not measured: one molecule with the formula CHF3N2 at a distorted geometry, with ωB97M-V with the def2-TZVPD basis set.

XYZ file:
```
7
Properties=species:S:1:pos:R:3:mulliken_charge:R:1
F -2.52 -0.10 0.13 -0.1295
N -1.36 0.57 0.20 -0.2672
C -0.25 -0.26 0.02 0.5374
F -0.18 -1.61 -0.15 -0.1709
N 1.06 0.26 0.21 -0.1341
F 1.40 1.54 -0.13 -0.1393
H 1.85 -0.40 -0.28 0.3035
```

SMILES	F/N=C(\F)NF
energy relative to the best compared isomer or geometry (same formula, charge and spin)	151.5	kcal per mole
molar mass	98.03	g/mol
LUMO	0.578	eV



Record 17
Computed, not measured: a 2-piece molecular cluster, CHF3NO2S overall at a distorted geometry, with ωB97M-V with the def2-TZVPD basis set.

XYZ file:
```
9
Properties=species:S:1:pos:R:3:mulliken_charge:R:1
C 3.13 -0.35 0.33 -0.1694
N 0.57 -1.35 -1.63 -0.4470
O 0.23 -2.86 0.47 -0.4359
O -0.97 -0.74 0.22 -0.4758
F 2.36 0.78 -0.14 -0.1996
F 3.87 0.24 1.43 -0.2523
F 4.04 -0.51 -0.77 -0.2334
S 0.10 -1.58 -0.20 0.9042
H 0.79 -0.38 -1.90 0.3093
```

energy relative to the best compared isomer or geometry (same formula, charge and spin)	83.3	kcal per mole
molar mass	148.09	g/mol
LUMO (spin up / spin down)	2.636 / 2.637	eV
total charge	-1



Record 18
Computed, not measured: a 2-piece molecular cluster, CHF3NO2S overall at a distorted geometry, with ωB97M-V with the def2-TZVPD basis set.

XYZ file:
```
9
Properties=species:S:1:pos:R:3:mulliken_charge:R:1
C 3.81 0.49 0.03 0.5137
N -0.65 0.73 0.09 -0.2551
O 2.63 -1.65 -1.18 -0.6163
O 2.65 -1.62 1.28 -0.6063
F 3.99 1.06 -1.18 -0.2525
F 3.55 1.50 0.89 -0.2680
F 5.00 -0.02 0.40 -0.2485
S 2.31 -0.91 0.05 0.5068
H -0.67 -0.30 0.03 0.2261
```

energy relative to the best compared isomer or geometry (same formula, charge and spin)	106.4	kcal per mole
molar mass	148.09	g/mol
LUMO (spin up / spin down)	2.188 / 2.193	eV
total charge	-1



Record 19
Computed, not measured: a 2-piece molecular cluster, CHF3NO2S overall at a distorted geometry, with ωB97M-V with the def2-TZVPD basis set.

XYZ file:
```
9
Properties=species:S:1:pos:R:3:mulliken_charge:R:1
C -1.29 1.11 0.04 0.2073
N 1.88 -0.54 -0.78 -0.6200
O 1.43 -0.63 1.74 -0.5289
O 0.23 -2.09 0.10 -0.5598
F -1.36 1.98 1.07 -0.2019
F -1.05 1.76 -1.16 -0.2166
F -2.53 0.52 0.05 -0.2195
S 0.92 -0.86 0.41 0.8863
H 1.78 -1.25 -1.47 0.2532
```

energy relative to the best compared isomer or geometry (same formula, charge and spin)	73.9	kcal per mole
molar mass	148.09	g/mol
LUMO (spin up / spin down)	3.310 / 3.120	eV
total charge	-1



Record 20
Computed, not measured: CHF3NO3S2Sr as an isolated structure at a distorted geometry, with ωB97M-V with the def2-TZVPD basis set.

XYZ file:
```
12
Properties=species:S:1:pos:R:3:mulliken_charge:R:1
Sr -3.18 1.16 -1.15 1.1805
N 0.35 -0.61 -1.14 -0.2983
S 1.55 -0.75 -2.11 0.6951
O 1.09 -1.62 -3.19 -0.3516
S 0.30 0.48 0.07 1.0218
O -1.15 0.83 0.18 -0.5762
O 1.28 1.53 -0.05 -0.5297
C 0.69 -0.70 1.54 0.7203
F 1.53 -0.08 2.33 -0.1791
F -0.45 -0.92 2.14 -0.1875
F 1.21 -1.83 1.12 -0.2034
H -3.24 2.49 0.27 -0.2919
```

energy relative to the best compared isomer or geometry (same formula, charge and spin)	0.0	kcal per mole
molar mass	283.77	g/mol
LUMO	-6.011	eV
total charge	+1